12
Properties=species:S:1:pos:R:3 method="wB97M-V/def2-TZVPD" relative_energy_ev=5.599 homo_ha="-0.3500 / -0.3495"
C -1.55342 -0.36160 -0.51538
C -0.62301 -0.41727 0.66631
O -0.58119 -1.31735 1.47211
C 0.28307 0.79791 0.87220
C 1.94259 -0.23360 -0.40226
O 0.25583 1.78809 0.15751
H -1.08021 0.12405 -1.37253
H -1.89270 -1.36739 -0.76819
H -2.42382 0.24817 -0.24317
H 0.86040 0.75813 1.81485
H 1.82835 -0.09749 -1.49597
H 2.98412 0.07836 -0.18547

12
Properties=species:S:1:pos:R:3 method="wB97M-V/def2-TZVPD" relative_energy_ev=4.208 homo_ha="-0.3209 / -0.3207"
C 1.23558 -1.16924 -0.77309
C 0.46422 -0.68934 0.37206
C -0.15103 0.60514 0.27681
O -0.12484 1.33785 -0.75998
C -1.65586 0.33386 0.87750
O -1.93346 -0.23191 1.88964
H 0.52026 -1.32594 -1.59821
H 1.85612 -0.33899 -1.14016
H 1.81080 -2.07777 -0.59524
H 0.22069 1.02469 1.28125
H 0.32291 -1.27166 1.28125
H -2.36448 0.82838 0.18755

12
Properties=species:S:1:pos:R:3 method="wB97M-V/def2-TZVPD" relative_energy_ev=5.514 homo_ha=-0.3046 smiles="C[C@@H](O)C1=CO1"
C -1.08555 1.10263 -0.36215
C -0.44758 0.01186 0.55039
O -1.11520 -1.14816 0.69796
C 0.88876 -0.28936 0.14081
C 1.84241 -0.89459 -0.40929
O 1.86307 0.57897 -0.53231
H -0.37091 1.21220 -1.24932
H -1.05391 2.00527 0.16815
H -2.09383 0.60038 -0.43427
H -0.46015 0.43856 1.50523
H -0.45885 -1.92002 0.51439
H 2.49174 -1.69774 -0.58959

12
Properties=species:S:1:pos:R:3 method="wB97M-V/def2-TZVPD" relative_energy_ev=7.226 homo_ha=-0.2918
O 0.73910 1.12556 2.47881
C 0.45399 0.34293 1.65299
C -0.42591 0.55331 -0.06887
C 0.81241 -0.08324 -0.62853
O 0.18043 -1.31075 -0.85367
C -1.07946 -0.80396 -0.33406
H 1.29459 -0.29529 0.91202
H -0.82960 1.55544 0.05046
H -0.12552 0.72052 -1.32960
H 1.65879 0.23436 -1.23292
H -1.39980 -1.35197 0.55232
H -1.85503 -0.83909 -1.10979

12
Properties=species:S:1:pos:R:3 method="wB97M-V/def2-TZVPD" relative_energy_ev=1.657 homo_ha=-0.3750 smiles="CC(C=O)C=O"
C 1.21076 0.37732 0.25675
C -0.23339 0.47412 -0.22982
C -0.36622 -0.67895 -1.19729
O -0.66596 -0.59499 -2.35714
C -1.08935 0.09678 0.96143
O -0.59586 -0.42830 1.93399
H 1.85536 1.07980 -0.29792
H 1.04840 0.30485 1.37642
H 1.62529 -0.61970 0.08048
H -0.54528 1.40813 -0.71807
H -0.06475 -1.63286 -0.70798
H -2.17899 0.21378 0.89914

12
Properties=species:S:1:pos:R:3 method="wB97M-V/def2-TZVPD" relative_energy_ev=1.617 homo_ha=-0.3476 smiles="CC(=O)CC=O"
C -0.45783 -1.56229 -0.67024
C 0.14829 -0.56195 0.27088
O 1.28582 -0.75439 0.68232
C -0.43911 0.78803 0.48891
C 0.89186 1.64081 -0.03392
O 0.95255 2.72466 -0.52833
H 0.18805 -1.61202 -1.55455
H -1.48291 -1.34564 -0.97295
H -0.40495 -2.53749 -0.18638
H -1.45801 0.92433 0.09354
H -0.41359 1.09130 1.54073
H 1.68402 0.87699 0.25676

12
Properties=species:S:1:pos:R:3 method="wB97M-V/def2-TZVPD" relative_energy_ev=1.445 homo_ha=-0.3615 smiles="O=C1CC[C@@H]1O"
O 0.68772 1.69769 -1.11083
C 0.13687 0.67994 -0.77571
C -1.25267 0.40286 -0.28011
C -0.45763 -0.46248 0.83320
C 0.73817 -0.56921 -0.15978
O 2.06082 -0.48534 0.25344
H -1.86392 1.30404 -0.12168
H -1.83247 -0.27280 -0.92100
H -0.95424 -1.39636 1.10756
H -0.15352 0.08195 1.73924
H 0.60856 -1.43870 -0.81306
H 2.28232 0.45841 0.24873

12
Properties=species:S:1:pos:R:3 method="wB97M-V/def2-TZVPD" relative_energy_ev=0.679 homo_ha=-0.3854
C 1.44191 -0.29084 0.03213
C -0.03311 -0.19733 0.39483
C -0.91573 1.05900 0.23428
O -1.79644 0.33364 -0.67460
C -0.97410 -0.75581 -0.65598
O -1.01947 -1.73610 -1.33245
H 2.09643 -0.11630 0.89068
H 1.61417 -1.31248 -0.32304
H 1.73073 0.38957 -0.77615
H -0.21820 -0.67573 1.36370
H -0.46151 1.91559 -0.27326
H -1.46469 1.38679 1.11986

12
Properties=species:S:1:pos:R:3 method="wB97M-V/def2-TZVPD" relative_energy_ev=1.558 homo_ha=-0.3429 smiles="C=C(C)OC=O"
C -1.72279 -0.74918 0.11814
C -0.57340 -0.13028 0.11318
C -0.19656 1.33376 -0.04295
O 0.49912 -1.00311 0.02299
C 1.88171 -0.79206 -0.04208
O 2.42041 0.26534 0.17863
H -2.64477 -0.12279 0.17482
H -1.83915 -1.84693 -0.05071
H -1.07743 1.88713 -0.46585
H 0.66506 1.24538 -0.71930
H 0.18472 1.67046 0.93504
H 2.40305 -1.75772 -0.22190

12
Properties=species:S:1:pos:R:3 method="wB97M-V/def2-TZVPD" relative_energy_ev=2.319 homo_ha=-0.3001 smiles="CC1=COCO1"
C -0.99300 -1.41010 0.15264
C -0.08468 -0.26833 0.27524
C 1.24436 -0.20102 0.24011
O 1.69227 1.07163 0.08810
C 0.24633 1.71741 -0.33974
O -0.64125 1.01225 0.40937
H -0.38234 -2.30883 0.05335
H -1.63755 -1.47923 1.02859
H -1.62298 -1.32671 -0.74225
H 1.88614 -1.07067 0.35928
H 0.24682 2.78272 -0.12233
H 0.04588 1.48088 -1.40235

12
Properties=species:S:1:pos:R:3 method="wB97M-V/def2-TZVPD" relative_energy_ev=1.042 homo_ha=-0.3673 smiles="CC(C=O)C=O"
C 1.28475 -0.32250 -0.28315
C -0.11683 0.26608 -0.28234
C -1.18612 -0.81065 -0.42606
O -2.37097 -0.58918 -0.38854
C -0.41651 1.06178 0.98165
O 0.35981 1.15875 1.89884
H 2.03652 0.45023 -0.10837
H 1.38548 -1.06373 0.51619
H 1.50003 -0.81133 -1.23880
H -0.27057 0.95859 -1.12429
H -0.79330 -1.84326 -0.55174
H -1.41230 1.54523 1.00662

12
Properties=species:S:1:pos:R:3 method="wB97M-V/def2-TZVPD" relative_energy_ev=4.510 homo_ha=-0.3215
O 0.59241 -0.46285 -1.72795
C 0.67436 -0.00921 -0.40048
C -0.25754 1.14920 0.01728
C -1.26318 0.50630 0.98298
O -1.30158 -0.77926 0.55856
C 0.13405 -0.95330 0.66825
H -0.32268 -0.72267 -1.89848
H 1.72526 0.22771 -0.22636
H 0.25601 2.03830 0.39161
H -0.94796 1.46870 -0.77822
H 0.33036 -0.45807 1.64657
H 0.38048 -2.00484 0.76624

12
Properties=species:S:1:pos:R:3 method="wB97M-V/def2-TZVPD" relative_energy_ev=2.238 homo_ha=-0.3430 smiles=C1O[C@H]2C[C@H]2O1
C 1.52433 0.36783 0.28358
O 1.02343 -0.93618 0.05901
C -0.26055 -0.81415 -0.49031
C -1.34247 -0.34219 0.44910
C -0.61565 0.62301 -0.45274
O 0.46981 1.29744 0.12498
H 2.33743 0.58755 -0.42561
H 1.89636 0.43068 1.31267
H -0.46180 -1.47683 -1.32729
H -2.37276 -0.59738 0.21624
H -1.09072 -0.30288 1.50554
H -1.10742 1.16310 -1.25516

13
Properties=species:S:1:pos:R:3 method="wB97M-V/def2-TZVPD" relative_energy_ev=3.930 homo_ha=-0.1244 total_charge=-1
C -1.75709 -0.68378 0.06485
C -1.08529 0.38114 0.24462
C 1.32806 -1.41469 0.76246
C 0.05555 1.07107 -0.44925
O 2.54086 1.38616 0.43192
O 1.88091 -0.76575 -0.86848
P 1.57144 0.25616 0.17284
H -2.35087 -1.00584 0.73456
H -1.15464 1.06213 1.20121
H 0.35658 -1.78387 0.32184
H 0.20412 0.82182 -1.46908
H 0.02515 2.10037 -0.44192
H -1.61478 -1.42492 -0.70558

13
Properties=species:S:1:pos:R:3 method="wB97M-V/def2-TZVPD" relative_energy_ev=2.375 homo_ha=-0.3150 smiles="O=C=CCCSO"
O -3.42769 0.74899 0.02182
C -2.36623 0.37358 -0.17463
C -1.12113 0.16015 -0.41415
C -0.23098 -0.73549 0.37669
C 1.14069 -0.96346 -0.32165
S 1.77194 0.76129 -0.59591
O 1.63032 1.53315 0.88697
H -0.61440 0.71697 -1.24375
H 0.06078 -0.16270 1.29698
H -0.68659 -1.62923 0.61172
H 1.66726 -1.62918 0.24695
H 1.00268 -1.52388 -1.35785
H 1.17336 2.34980 0.66681

13
Properties=species:S:1:pos:R:3 method="wB97M-V/def2-TZVPD" relative_energy_ev=2.183 homo_ha=-0.3332 smiles="S=COC1COC1"
S 1.13069 -1.88626 1.96848
C 0.61076 -0.52796 1.26221
O 0.06116 -0.40201 0.04256
C -0.34142 0.91382 -0.31496
C -1.70986 0.89150 -1.05619
O -1.07826 1.37315 -2.24196
C 0.23448 1.37138 -1.65568
H 0.58824 0.47819 1.78020
H -0.17561 1.65776 0.53473
H -2.48822 1.52538 -0.67918
H -2.20723 -0.12862 -1.13601
H 0.68910 2.37328 -1.69428
H 0.87576 0.61258 -2.11824

14
Properties=species:S:1:pos:R:3 method="wB97M-V/def2-TZVPD" relative_energy_ev=3.160 homo_ha=-0.2979
C 0.90273 -1.74092 -0.25554
C -0.11052 -1.08936 0.18437
C -1.87267 0.59727 0.22673
C -0.94638 -0.14557 -0.71995
O 2.25068 0.53243 -0.34203
O 2.81909 2.31883 1.26003
S 2.10278 -2.59842 -0.72356
S 3.25205 1.31054 0.34926
H -0.27493 -1.01350 1.19309
H -2.60123 -0.08580 0.60921
H -2.43917 1.33932 -0.22512
H -1.30469 0.95373 1.06864
H -0.38438 0.60145 -1.23615
H -1.39335 -0.98000 -1.38897

14
Properties=species:S:1:pos:R:3 method="wB97M-V/def2-TZVPD" relative_energy_ev=3.747 homo_ha=-0.3388 smiles="O=C1OCSCCS1"
O -1.03623 2.95257 -0.42872
C -0.76435 1.79069 -0.59871
O -1.28495 0.77982 0.17036
C -0.53191 0.42989 1.44289
S 1.10503 -0.50978 1.55764
C 1.17279 -1.35142 -0.20264
C 0.08398 -0.75679 -1.05295
S 0.43878 0.90281 -1.68397
H -1.34599 -0.24781 1.87993
H -0.35479 1.40983 2.12673
H 2.23978 -0.87574 -0.52753
H 1.16653 -2.59591 -0.14183
H 0.11419 -1.21925 -1.98829
H -1.00284 -0.70890 -0.55291

14
Properties=species:S:1:pos:R:3 method="wB97M-V/def2-TZVPD" relative_energy_ev=7.514 homo_ha="-0.0874 / -0.0924" spin_multiplicity=2 total_charge=-1
H -1.17217 2.37047 1.98095
C -1.21461 1.35396 1.56381
C -0.36423 1.09181 0.49004
H 0.71256 1.10167 0.68764
H -0.54314 0.09754 1.49722
O -2.58275 0.96465 1.64936
O -2.68969 -0.35742 2.22261
Pb -3.68873 -0.94662 0.53417
C 0.44259 2.94232 -1.83328
C -0.46655 2.47788 -0.96919
O 0.24946 3.97566 -2.73342
H 1.48849 2.61971 -1.82330
H -1.49217 2.85935 -0.89720
H -0.65729 4.29494 -2.67913